Run 1
{"formula": "C3H10S2", "method": "ωB97M-V/def2-TZVPD", "elements": ["C", "C", "C", "S", "H", "H", "H", "H", "H", "H", "H", "H", "S", "H", "H"], "positions_angstrom": [[-1.66, -0.08, -0.86], [-0.58, -0.23, 0.21], [-1.05, 0.38, 1.52], [0.26, 0.24, 2.78], [-1.41, -0.65, -1.75], [-1.81, 0.96, -1.14], [-2.60, -0.48, -0.47], [-0.39, -1.30, 0.37], [0.35, 0.22, -0.13], [-1.93, -0.16, 1.87], [-1.31, 1.43, 1.39], [-0.44, 0.80, 3.78], [1.37, -0.22, -3.12], [1.36, -1.55, -2.97], [2.28, -0.07, -2.15]], "orbital_gap_ev": 9.8, "e_lumo_ha": 0.02946, "homo_energy_ev": -8.98, "smiles": "CCCS.S", "mol_weight_g_mol": 110.25}



Run 2
{"formula": "C3H10S2", "method": "ωB97M-V/def2-TZVPD", "elements": ["C", "S", "H", "H", "H", "H", "C", "C", "S", "H", "H", "H", "H", "H", "H"], "positions_angstrom": [[2.85, -0.99, -0.04], [4.31, -1.28, 1.01], [3.06, -1.12, -1.09], [2.04, -1.65, 0.27], [2.55, 0.04, 0.12], [4.43, -2.58, 0.70], [-3.07, 1.05, 0.23], [-1.76, 1.15, -0.53], [-0.97, -0.50, -0.80], [-2.88, 0.70, 1.23], [-3.76, 0.36, -0.25], [-3.54, 2.03, 0.25], [-1.84, 1.60, -1.52], [-1.03, 1.73, 0.03], [-0.38, -0.55, 0.40]], "orbital_gap_ev": 9.8, "e_lumo_ha": 0.02985, "homo_energy_ev": -9.03, "smiles": "CCS.CS", "mol_weight_g_mol": 110.25}



The structure with the least stability is run 2.



Run 1
{"formula": "C6H24O6", "method": "ωB97M-V/def2-TZVPD", "elements": ["O", "H", "H", "O", "H", "H", "O", "H", "H", "C", "C", "O", "H", "H", "H", "H", "H", "H", "C", "C", "O", "H", "H", "H", "H", "H", "H", "C", "C", "O", "H", "H", "H", "H", "H", "H"], "positions_angstrom": [[-2.61, 2.29, 1.73], [-1.74, 2.07, 2.06], [-2.69, 1.80, 0.91], [-2.94, 4.30, 6.22], [-2.95, 4.43, 5.28], [-3.34, 3.44, 6.35], [-5.00, 8.11, 4.73], [-4.76, 7.55, 5.47], [-4.54, 8.93, 4.89], [-4.90, 4.63, 2.56], [-3.61, 5.44, 2.82], [-2.80, 4.53, 3.50], [-4.58, 3.81, 1.91], [-5.46, 5.35, 1.97], [-5.40, 4.22, 3.45], [-3.74, 6.39, 3.33], [-3.14, 5.75, 1.88], [-2.62, 3.83, 2.86], [-4.80, 2.67, -1.24], [-3.37, 2.52, -1.67], [-2.61, 1.65, -0.83], [-4.99, 3.09, -0.25], [-5.24, 1.68, -1.10], [-5.37, 3.12, -2.05], [-2.87, 3.49, -1.68], [-3.37, 2.33, -2.74], [-1.93, 1.27, -1.40], [-7.83, 8.03, 0.92], [-6.89, 8.53, 1.97], [-7.33, 8.15, 3.27], [-7.42, 8.31, -0.06], [-8.85, 8.41, 0.94], [-7.82, 6.94, 0.96], [-6.77, 9.61, 1.93], [-5.84, 8.26, 1.84], [-6.59, 8.11, 3.88]], "orbital_gap_ev": 9.8, "e_lumo_ha": 0.01360, "homo_energy_ev": -9.40, "smiles": "CCO.CCO.CCO.O.O.O", "mol_weight_g_mol": 192.25}



Run 2
{"formula": "C6H24O6", "method": "ωB97M-V/def2-TZVPD", "elements": ["C", "O", "H", "H", "H", "H", "C", "O", "H", "H", "H", "H", "C", "O", "H", "H", "H", "H", "C", "O", "H", "H", "H", "H", "C", "O", "H", "H", "H", "H", "C", "O", "H", "H", "H", "H"], "positions_angstrom": [[3.70, 0.87, -1.44], [2.59, 1.65, -1.81], [4.41, 0.87, -2.26], [4.21, 1.28, -0.56], [3.42, -0.16, -1.20], [1.83, 1.38, -1.27], [-3.26, 2.16, 0.43], [-2.29, 1.52, -0.41], [-4.25, 1.74, 0.27], [-2.97, 1.95, 1.45], [-3.28, 3.23, 0.25], [-2.28, 1.96, -1.27], [0.90, -0.77, -4.39], [-0.06, -1.29, -5.30], [1.18, -1.51, -3.64], [1.80, -0.42, -4.90], [0.49, 0.10, -3.89], [0.37, -1.99, -5.80], [0.44, -0.75, -0.34], [0.39, 0.68, -0.33], [1.21, -1.11, 0.34], [-0.52, -1.14, 0.01], [0.60, -1.13, -1.35], [-0.55, 0.92, -0.35], [-0.53, 2.17, 3.14], [0.55, 3.00, 3.55], [-0.52, 1.20, 3.65], [-1.46, 2.67, 3.40], [-0.51, 2.00, 2.06], [1.30, 2.45, 3.78], [-1.10, -4.04, 3.38], [-1.78, -3.38, 2.31], [-1.21, -5.13, 3.30], [-0.03, -3.83, 3.37], [-1.54, -3.68, 4.30], [-1.24, -3.47, 1.51]], "orbital_gap_ev": 10.2, "e_lumo_ha": 0.01780, "homo_energy_ev": -9.69, "smiles": "CO.CO.CO.CO.CO.CO", "mol_weight_g_mol": 192.25}



The structure with the least stability is run 2.



Run 1
{"formula": "C5H8OS2", "method": "ωB97M-V/def2-TZVPD", "elements": ["C", "C", "C", "C", "C", "H", "H", "H", "H", "H", "H", "H", "H", "O", "S", "S"], "positions_angstrom": [[-1.84, -0.85, -0.81], [-1.48, 0.45, -0.10], [-0.68, 0.36, 1.24], [1.97, 0.53, 0.15], [3.11, -0.33, -0.39], [-1.14, -1.44, -1.22], [-2.38, -1.44, -0.09], [-2.43, -0.34, -1.65], [-0.80, 1.23, -0.69], [-2.66, 0.79, 0.16], [-0.29, 1.23, 1.82], [-1.04, -0.26, 2.02], [3.65, 0.18, -1.46], [3.44, -1.50, 0.06], [0.93, -0.60, 0.94], [1.64, 2.01, 0.03]], "orbital_gap_ev": 7.7, "e_lumo_ha": -0.04753, "homo_energy_ev": -9.04, "smiles": "CCCSC(=S)C=O", "mol_weight_g_mol": 148.25}



Run 2
{"formula": "C5H8OS2", "method": "ωB97M-V/def2-TZVPD", "elements": ["C", "C", "C", "C", "C", "O", "S", "S", "H", "H", "H", "H", "H", "H", "H", "H"], "positions_angstrom": [[-0.07, -0.11, 1.71], [0.03, 1.12, 0.89], [0.82, 0.79, -0.41], [0.21, -0.35, -1.22], [0.70, -1.60, -1.21], [0.80, -0.84, 2.01], [-1.82, -0.35, 2.26], [-1.12, 0.20, -2.21], [-0.96, 1.73, 0.84], [0.58, 1.89, 1.42], [0.93, 1.60, -1.08], [1.79, 0.41, 0.05], [0.11, -2.41, -1.73], [-1.96, 0.90, 1.93], [1.53, -2.02, -0.72], [-1.55, -0.97, -2.52]], "orbital_gap_ev": 9.3, "e_lumo_ha": 0.02260, "homo_energy_ev": -8.71, "smiles": "C=C(S)CCC(=O)S", "mol_weight_g_mol": 148.25}



Run 3
{"formula": "C5H8OS2", "method": "ωB97M-V/def2-TZVPD", "elements": ["C", "C", "C", "C", "C", "H", "H", "H", "H", "H", "H", "H", "H", "O", "S", "S"], "positions_angstrom": [[-0.37, 1.41, 0.16], [-0.10, -0.08, 0.39], [2.35, 0.01, 1.43], [-1.08, -1.01, -0.27], [-0.81, -1.77, -1.34], [-1.48, 1.24, -1.75], [0.31, 2.07, 0.71], [-1.39, 1.60, 0.55], [-0.20, -0.22, 1.50], [3.27, -0.53, 1.53], [-2.10, -0.88, 0.11], [0.17, -1.76, -1.80], [-1.66, -2.20, -1.80], [1.82, 0.69, 2.28], [-0.36, 1.89, -1.58], [1.63, -0.47, -0.11]], "orbital_gap_ev": 9.9, "e_lumo_ha": 0.02442, "homo_energy_ev": -9.21, "smiles": "C=C[C@H](CS)SC=O", "mol_weight_g_mol": 148.25}



The structure with the least stability is run 1.



Run 1
{"formula": "C5H11BrFO3P", "method": "ωB97M-V/def2-TZVPD", "elements": ["C", "C", "C", "C", "C", "O", "O", "O", "F", "P", "Br", "H", "H", "H", "H", "H", "H", "H", "H", "H", "H", "H"], "positions_angstrom": [[0.35, 2.89, -0.49], [-2.20, -1.62, -0.22], [-0.39, 1.91, 0.47], [-0.86, -2.39, -0.35], [2.40, -0.57, 0.54], [0.51, -0.13, -1.60], [0.26, 0.78, 0.88], [0.20, -1.77, 0.32], [2.89, -1.81, 0.50], [0.71, -0.33, -0.16], [3.85, 0.62, 0.43], [0.68, 2.30, -1.37], [-0.42, 3.69, -0.90], [1.26, 3.32, -0.06], [-2.77, -2.12, 0.60], [-1.87, -0.59, -0.05], [-2.65, -1.75, -1.14], [-1.32, 1.58, -0.13], [-0.86, 2.35, 1.33], [-0.64, -2.46, -1.40], [-0.80, -3.41, 0.08], [1.66, -0.47, 2.72]], "orbital_gap_ev": [8.3, 9.6], "e_lumo_ha": [-0.01834, -0.02108], "homo_energy_ev": [-8.81, -10.14], "mol_weight_g_mol": 249.02}



Run 2
{"formula": "C5H11BrFO3P", "method": "ωB97M-V/def2-TZVPD", "elements": ["C", "C", "C", "C", "C", "O", "O", "O", "F", "P", "Br", "H", "H", "H", "H", "H", "H", "H", "H", "H", "H", "H"], "positions_angstrom": [[0.70, -1.62, 2.36], [0.84, 2.36, -1.34], [1.09, -0.43, 1.57], [-0.63, 1.82, -1.30], [-2.07, -1.49, -0.71], [0.85, -1.57, -1.43], [-0.03, -0.10, 0.66], [-0.74, 0.49, -1.70], [-2.33, -2.64, -1.41], [-0.29, -1.15, -0.62], [-2.76, -1.76, 1.16], [0.40, -2.51, 1.91], [1.44, -2.00, 2.99], [-0.10, -1.50, 3.16], [1.41, 1.93, -2.12], [0.63, 3.47, -1.14], [1.33, 2.14, -0.32], [1.99, -0.54, 0.96], [1.18, 0.52, 1.95], [-1.34, 2.39, -1.82], [-0.96, 1.87, -0.22], [-0.59, 0.33, -2.60]], "orbital_gap_ev": 8.0, "e_lumo_ha": 0.01319, "homo_energy_ev": -7.67, "mol_weight_g_mol": 249.02}



The structure with the least stability is run 2.